C13H25F12N6O11S4 | ωB97M-V with the def2-TZVPD basis set

The geometry in XYZ format:
```
71
Properties=species:S:1:pos:R:3
S 3.7238 1.6317 4.5292
S -4.0998 6.3428 1.0027
S 2.1382 -0.2677 5.2822
S -4.5624 4.5971 2.7343
F -4.6400 5.1540 5.3761
F 4.2827 -1.7720 4.4867
F 4.8460 1.6769 1.9627
F -2.6586 4.4468 4.7772
F 2.5436 -2.3363 3.6870
F -1.8587 7.7448 1.0024
F 2.9130 -2.8860 5.7549
F 3.7954 3.4513 2.5584
F -3.1547 8.2118 -0.7368
F -1.9871 6.3860 -0.7126
F 5.8217 3.0366 3.3217
F -3.4539 6.5128 4.4175
O -1.4601 -2.5524 -3.0489
O 2.5307 0.1529 6.6701
O -5.1810 6.2503 -0.0177
O 3.3512 2.7756 5.4003
O 0.6940 -0.5631 5.2263
O -5.9106 5.1811 2.8028
O 3.1431 2.3253 -3.7223
O -4.4195 7.3430 2.0252
O 4.7605 0.8916 5.1250
O -4.5676 3.1480 2.8843
O -2.8586 -8.3269 1.8599
N -3.1352 -3.0963 -4.5212
N -1.8382 -6.5345 0.9597
N 4.5573 0.8851 -4.4909
N -0.3502 1.5185 0.3515
N 2.6084 0.7688 3.9266
N -3.4105 5.0206 1.4413
C 3.0184 -1.9308 4.8248
C -1.8727 -3.2022 -4.0450
C -4.1851 -2.4175 -3.7625
C -2.5680 -5.4351 1.5485
C 4.1519 2.1186 -4.3632
C 4.8930 3.2270 -5.0022
C -2.0117 -7.8464 1.1439
C 4.6482 2.5173 2.9660
C 5.6860 0.3866 -5.3170
C -0.9624 -4.1439 -4.7071
C -1.1280 -8.7088 0.2877
C -2.6942 7.2390 0.0838
C -3.7136 5.2051 4.3826
H 6.1870 -0.4592 -4.8462
H -0.6637 -9.4896 0.8901
H -1.0735 -4.0213 -5.7844
H 5.1390 4.0430 -4.3227
H 4.2933 3.5718 -5.8446
H 0.1955 1.8714 -0.4217
H -1.2090 -6.2392 0.2269
H -0.6829 0.6083 0.0672
H -3.6130 -5.6344 1.3112
H -0.2948 -8.1921 -0.1887
H 0.0745 -3.9684 -4.4206
H -0.9906 2.2811 0.5201
H 5.1914 0.0292 -6.2202
H -3.9793 -2.1123 -2.7366
H -1.7029 -9.1923 -0.5022
H -4.4443 -1.5195 -4.3233
H 6.5096 1.0809 -5.4832
H -3.2934 -3.5102 -5.4288
H 3.8332 0.2203 -4.2588
H 5.8955 2.9771 -5.3496
H 0.3052 1.4194 1.1136
H -2.3715 -4.4550 1.1139
H -2.4912 -5.1992 2.6099
H -5.0461 -3.0841 -3.7127
H -1.1925 -5.1528 -4.3646
```

Its total charge is -1. The LUMO energy is 0.008 hartree. The total energy comes out at -4457.5600 a.u. The energy above the lowest of the compared OMol25 structures with the same formula, charge and spin is 7.416 eV. The spin multiplicity is 1. The frontier orbital gap comes out at 0.264 Ha.

Quick look at the Löwdin charges, all values in e:
1. S 0.50
2. S 0.53
3. S 0.73
4. S 0.69
5. F 0.09
6. F 0.13
7. F 0.12
8. F 0.11
9. F 0.14
10. F 0.11
11. F 0.14
12. F 0.10
13. F 0.11
14. F 0.07
15. F 0.14
16. F 0.12
17. O -0.01
18. O -0.33
19. O -0.34
20. O -0.33
21. O -0.35
22. O -0.31
23. O 0.02
24. O -0.33
25. O -0.33
26. O -0.34
27. O 0.06
28. N 0.01
29. N 0.00
30. N 0.03
31. N 0.36
32. N -0.33
33. N -0.30
34. C -0.70
35. C -0.56
36. C -0.06
37. C -0.07
38. C -0.63
39. C 0.00
40. C -0.59
41. C -0.65
42. C -0.05
43. C -0.02
44. C -0.01
45. C -0.62
46. C -0.59
47. H 0.08
48. H 0.08
49. H 0.08
50. H 0.09
51. H 0.10
52. H 0.15
53. H 0.13
54. H 0.16
55. H 0.08
56. H 0.07
57. H 0.09
58. H 0.16
59. H 0.08
60. H 0.09
61. H 0.08
62. H 0.08
63. H 0.07
64. H 0.14
65. H 0.15
66. H 0.06
67. H 0.16
68. H 0.08
69. H 0.09
70. H 0.08
71. H 0.09